35
Properties=species:S:1:pos:R:3:mulliken_charge:R:1 method="wB97M-V/def2-TZVPD" homo_lumo_gap_ha=0.263 lumo_energy_ha=-0.031 mol_weight_g_mol=260.29 e_above_lowest_kj_mol=370.9 homo_energy_ev=-7.99 smiles="COc1ccc([C@H](N(C)C)N2C(=O)C=CC2=O)cc1" fmax_ha_per_bohr=0.066 total_charge=0
C 2.633 3.198 -3.610 -0.786
O 1.317 2.529 -3.636 -0.430
C 0.973 1.713 -2.591 0.901
C -0.251 1.026 -2.706 -0.927
C -0.744 0.368 -1.605 -0.655
C -0.072 0.286 -0.396 0.356
C -0.952 -0.373 0.710 -0.417
N -0.658 0.145 1.980 0.160
C -1.318 -0.480 3.100 -0.895
C -0.039 1.434 2.261 -0.995
N -1.084 -1.862 1.010 0.338
C -2.209 -2.818 0.859 0.396
O -3.382 -2.548 0.645 -0.554
C -1.513 -4.141 1.026 -0.525
C -0.178 -3.926 0.950 -0.701
C 0.086 -2.519 0.694 0.589
O 1.082 -1.890 0.289 -0.583
C 1.206 0.868 -0.328 -0.064
C 1.737 1.581 -1.400 -0.875
H 2.634 3.648 -4.606 0.243
H 2.655 3.975 -2.818 0.318
H 3.460 2.465 -3.499 0.319
H -0.828 1.125 -3.617 0.394
H -1.704 -0.126 -1.680 0.378
H -1.977 -0.305 0.303 0.395
H -1.180 0.172 3.954 0.350
H -2.373 -0.644 2.876 0.263
H -0.825 -1.426 3.317 0.235
H -0.324 1.754 3.283 0.322
H 1.056 1.357 2.291 0.312
H -0.303 2.229 1.560 0.338
H -2.088 -5.079 1.123 0.416
H 0.651 -4.620 1.023 0.474
H 1.855 0.722 0.526 0.567
H 2.657 2.160 -1.289 0.340